(1)
16
Properties=species:S:1:pos:R:3:forces:R:3:mulliken_charge:R:1 method="wB97M-V/def2-TZVPD" e_lumo_ha=0.041 relative_energy_kcal_mol=26.5 orbital_gap_ev=9.48 smiles=CSC.CN
C -2.30434 3.27081 2.19236 -0.69 -1.83 -0.33 -0.715
N 1.52505 -4.20273 -4.80713 1.15 0.00 -0.37 -0.449
H -3.18219 3.31812 2.83439 0.43 0.66 0.57 0.272
H 3.29150 -4.18272 -3.82950 0.70 -0.25 -0.32 0.239
S -1.32975 1.81812 2.69501 0.44 -0.08 -0.03 -0.065
H 1.01981 -3.87563 -4.01071 -0.44 -0.23 -0.07 0.160
H 0.38823 3.45549 2.92023 0.18 -0.50 0.73 0.285
C 0.33115 2.47241 2.43254 0.27 1.47 -0.36 -0.893
H 2.71579 -5.82231 -4.07378 0.26 -0.43 -0.23 0.204
H 0.66154 2.81074 1.43665 -0.67 -0.92 -0.33 0.330
H -1.63121 4.11274 2.13995 -0.44 0.43 -0.05 0.249
C 2.82638 -4.85460 -4.55424 -1.78 1.24 0.39 -0.584
H 1.04694 -4.48669 -5.63969 -0.46 -0.07 0.32 0.164
H 3.31365 -4.87678 -5.52301 0.58 -0.25 0.27 0.266
H 1.07617 1.77630 2.79624 -0.02 -0.02 0.31 0.293
H -2.78031 2.94369 1.26657 0.50 0.78 -0.51 0.244

(2)
16
Properties=species:S:1:pos:R:3:forces:R:3:mulliken_charge:R:1 method="wB97M-V/def2-TZVPD" e_lumo_ha=0.036 relative_energy_kcal_mol=2.3 orbital_gap_ev=9.95 smiles=CCCN.S
C 1.02809 0.33697 0.84562 0.14 0.01 0.00 -0.229
H -1.63217 0.07434 -2.18613 -0.91 -0.23 -0.43 0.224
H -0.22356 -0.91485 -0.39157 0.03 0.02 -0.06 0.359
H -1.08310 0.29834 0.54532 -0.04 -0.21 -0.01 0.328
H -2.13518 -1.74542 -2.71907 -0.01 -0.22 -0.04 0.123
H 1.04289 1.36953 1.21221 -0.15 -0.03 -0.01 0.278
H 0.15635 -0.46803 2.66760 0.01 0.09 -0.04 0.321
H 1.94974 0.24110 0.26207 -0.03 -0.18 -0.03 0.300
H -0.43126 1.97094 -0.88440 -0.03 0.19 -0.01 0.224
S -2.74798 -0.56289 -2.76004 0.74 0.44 0.38 -0.349
N -0.28029 1.02520 -1.20013 0.17 -0.34 0.03 -0.573
H 1.91926 -0.47667 2.64288 -0.05 0.03 0.03 0.348
H 1.02003 -1.67111 1.73626 0.00 0.07 -0.21 0.325
C 1.02898 -0.61836 2.02766 0.19 -0.14 0.31 -1.247
C -0.18216 0.12132 -0.04823 -0.11 0.51 0.08 -0.633
H 0.57035 1.01959 -1.75004 0.05 0.00 0.01 0.202